[1]
Molecular formula: C10H13Br2FeNO9P2S2
Method: DFT, wB97M-V/def2-TZVPD

The geometry in XYZ format:
```
40
Properties=species:S:1:pos:R:3
Fe -0.069 0.296 0.386
C 2.811 3.407 0.789
C 2.493 2.694 -0.514
O 3.146 3.352 -1.569
P 2.974 0.921 -0.379
O 3.100 0.293 -1.820
O 4.452 0.956 0.137
O 2.049 0.153 0.526
P 0.660 2.539 -0.820
O 0.251 3.797 -1.678
O 0.505 1.244 -1.602
O -0.121 2.432 0.478
H 3.892 3.435 0.922
H 2.352 2.888 1.629
H 2.442 4.431 0.753
H 3.049 2.886 -2.409
H 2.247 0.261 -2.289
H 4.863 0.094 0.310
H -0.454 4.337 -1.289
Br -2.545 -0.267 -0.695
C -2.049 -2.140 -0.572
Br -0.117 -2.266 -0.699
H -2.496 -2.675 -1.401
H -2.366 -2.520 0.391
O 1.829 -0.287 6.734
S 0.491 -0.614 6.383
O -0.203 -1.668 7.042
N 0.424 -0.926 4.714
C -0.292 -0.050 4.143
S -0.706 -0.203 2.462
C -0.865 1.044 4.951
C -1.637 2.124 4.559
C -2.070 3.006 5.542
C -1.740 2.803 6.876
C -0.952 1.721 7.268
C -0.526 0.864 6.283
H -1.886 2.287 3.517
H -2.672 3.861 5.264
H -2.101 3.496 7.624
H -0.687 1.561 8.304
```

The molar mass is 632.9 g mol⁻¹. As for the expectation value of S²: 8.770. The total charge is +1. The spin multiplicity is 6. The energy relative to the best compared isomer or geometry (same formula, charge and spin) is 47.30 kcal per mole. For the total energy, the calculation gives -245217.153 eV. As for the gap between HOMO and LUMO (spin up / spin down): 8.947 / 6.115 eV.

Here are the Löwdin charges for atoms 1 to 4, given in e: 0.3703 -0.0432 -0.5899 -0.0039

***

[2]
Molecular formula: C34H23N2O2P2PtS4
Method: DFT, wB97M-V/def2-TZVPD

The geometry in XYZ format:
```
68
Properties=species:S:1:pos:R:3
Pt 1.319 1.247 -1.460
S -2.403 1.888 -1.458
P -1.794 0.217 -0.639
C -0.049 -0.110 -0.800
P 0.967 -1.306 0.049
S 2.835 -0.873 -0.462
C 0.518 -3.031 -0.353
C 1.349 -3.786 -1.175
C 0.999 -5.090 -1.516
C -0.178 -5.648 -1.032
C -1.012 -4.901 -0.210
C -0.668 -3.598 0.121
C 0.841 -1.253 1.871
C 1.066 -0.027 2.497
C 1.118 0.058 3.880
C 0.958 -1.085 4.656
C 0.749 -2.310 4.042
C 0.690 -2.397 2.654
C -2.694 -1.177 -1.388
C -2.099 -1.929 -2.398
C -2.830 -2.896 -3.077
C -4.160 -3.118 -2.749
C -4.769 -2.355 -1.755
C -4.042 -1.378 -1.088
C -2.188 0.191 1.138
C -1.941 1.375 1.836
C -2.177 1.445 3.202
C -2.662 0.334 3.883
C -2.915 -0.845 3.194
C -2.679 -0.915 1.823
H 2.263 -3.339 -1.547
H 1.650 -5.670 -2.160
H -0.446 -6.664 -1.294
H -1.938 -5.326 0.161
H -1.325 -3.015 0.755
H 1.227 0.858 1.898
H 1.293 1.021 4.348
H 1.007 -1.021 5.737
H 0.636 -3.208 4.641
H 0.544 -3.362 2.192
H -1.063 -1.747 -2.658
H -2.357 -3.477 -3.863
H -4.730 -3.877 -3.275
H -5.816 -2.508 -1.515
H -4.522 -0.758 -0.338
H -1.569 2.239 1.295
H -1.979 2.371 3.734
H -2.841 0.384 4.952
H -3.295 -1.715 3.720
H -2.894 -1.837 1.297
S 1.272 2.983 0.439
C 2.004 4.194 -0.536
C 2.937 5.097 0.020
C 3.509 6.097 -0.730
C 4.502 6.959 -0.123
N 5.293 7.641 0.361
C 3.134 6.279 -2.089
C 2.211 5.431 -2.650
C 1.663 4.356 -1.918
S 0.617 3.266 -2.707
C 3.707 7.341 -2.887
N 4.154 8.182 -3.535
H 3.224 4.975 1.056
H 1.917 5.569 -3.684
O 3.562 1.979 -1.995
C 3.486 1.389 -3.109
O 2.467 0.743 -3.489
H 4.345 1.439 -3.788
```

The molar mass is 876.9 g mol⁻¹. As for the expectation value of S²: 6.040. The total charge is -1. The spin multiplicity is 5. The energy relative to the best compared isomer or geometry (same formula, charge and spin) is 3.97 kcal per mole. For the total energy, the calculation gives -107873.630 eV. As for the gap between HOMO and LUMO (spin up / spin down): 6.651 / 5.566 eV.

Here are the Löwdin charges for atoms 1 to 4, given in e: 0.7323 0.2249 0.3571 -0.6428

***

[3]
Molecular formula: C13H17ClHfINO2P
Method: DFT, wB97M-V/def2-TZVPD

The geometry in XYZ format:
```
37
Properties=species:S:1:pos:R:3
C -3.236 2.070 -5.268
C -3.050 0.745 -4.757
H -4.074 2.120 -6.007
H -2.274 2.403 -5.727
H -3.440 2.683 -4.372
O -3.060 -0.386 -4.469
I -3.043 1.872 0.126
Hf -0.793 0.738 -0.657
P 1.078 -0.841 -1.818
C 1.315 -2.607 -1.410
C 0.909 -0.830 -3.635
H 2.818 0.864 -1.515
H 3.388 -0.561 -2.464
H 3.179 -0.700 -0.683
C 2.795 -0.232 -1.599
H 0.625 0.158 -4.027
H 1.864 -1.143 -4.083
H 1.952 -3.100 -2.153
H 0.372 -3.159 -1.322
H 0.149 -1.562 -3.922
H 1.839 -2.694 -0.453
C -1.690 -1.299 -0.822
O -2.276 -2.303 -0.857
Cl 0.312 2.489 -1.734
N -0.064 0.384 1.274
C 0.013 0.349 2.452
C 0.170 0.413 3.829
C -0.936 0.633 4.705
C -0.720 0.603 6.078
C 0.567 0.406 6.599
C 1.650 0.221 5.735
C 1.467 0.229 4.361
H -1.943 0.818 4.306
H -1.563 0.716 6.767
H 0.728 0.379 7.683
H 2.646 0.042 6.141
H 2.326 0.083 3.698
```

The molar mass is 591.1 g mol⁻¹. The total charge is +3. For the total energy, the calculation gives -50534.486 eV. As for the gap between HOMO and LUMO: 6.104 eV.

Here are the Löwdin charges for atoms 1 to 4, given in e: 0.0910 0.0636 0.1770 0.1617

***

[4]
Molecular formula: C34H55N4OP2PtS
Method: DFT, wB97M-V/def2-TZVPD

The geometry in XYZ format:
```
98
Properties=species:S:1:pos:R:3
C 1.944 -1.867 -1.267
C 1.539 0.238 -2.282
C 2.777 -2.241 -2.328
C 2.350 -0.105 -3.377
C 2.992 -1.344 -3.387
H 3.233 -3.234 -2.331
H 2.464 0.600 -4.205
H 3.639 -1.625 -4.224
N 1.379 -0.625 -1.234
P -0.182 -2.422 0.447
P 0.605 2.178 -0.476
C 1.564 -2.814 -0.157
H 1.718 -3.861 -0.471
H 2.198 -2.627 0.732
C 0.669 1.456 -2.237
H 0.947 2.176 -3.020
C -0.702 3.596 -0.594
C 2.342 2.923 -0.173
C -1.359 -3.232 -0.830
C -0.292 -3.371 2.107
C -2.000 3.163 0.125
H -1.889 3.228 1.217
H -2.803 3.858 -0.184
H -2.306 2.137 -0.122
C -0.195 4.850 0.148
H -0.068 4.657 1.227
H 0.750 5.244 -0.258
H -0.958 5.643 0.040
C -1.025 3.941 -2.063
H -1.419 4.974 -2.107
H -0.139 3.894 -2.717
H -1.801 3.276 -2.473
C 2.396 3.525 1.250
H 1.569 3.146 1.871
H 3.345 3.215 1.725
H 2.364 4.623 1.253
C 3.375 1.774 -0.223
H 3.000 0.861 0.263
H 3.675 1.531 -1.254
H 4.279 2.102 0.321
C 2.746 3.968 -1.231
H 1.966 4.087 -2.004
H 2.958 4.958 -0.797
H 3.667 3.625 -1.740
C -1.687 -3.133 2.722
H -1.587 -3.090 3.823
H -2.113 -2.173 2.384
H -2.399 -3.939 2.484
C 0.752 -2.781 3.075
H 1.759 -2.729 2.630
H 0.471 -1.771 3.406
H 0.811 -3.439 3.962
C -0.003 -4.879 1.959
H 0.651 -5.196 2.793
H -0.908 -5.501 1.991
H 0.537 -5.096 1.022
C -1.148 -2.508 -2.177
H -1.012 -3.215 -3.013
H -2.049 -1.904 -2.392
H -0.289 -1.823 -2.133
C -2.801 -2.943 -0.352
H -2.870 -1.904 0.013
H -3.489 -3.064 -1.210
H -3.127 -3.633 0.442
C -1.148 -4.738 -1.063
H -0.124 -4.966 -1.406
H -1.363 -5.344 -0.168
H -1.843 -5.068 -1.858
Pt 0.017 -0.015 0.383
C 1.403 -0.037 1.727
O 2.179 0.047 2.614
N -1.251 0.227 -1.342
C -0.786 0.857 -2.356
C -1.522 0.992 -3.644
C -2.936 0.976 -3.608
C -0.887 1.124 -4.897
C -3.683 1.094 -4.782
H -3.413 0.866 -2.630
C -1.638 1.237 -6.076
H 0.205 1.131 -4.963
C -3.039 1.225 -6.024
H -4.778 1.085 -4.732
H -1.125 1.336 -7.039
H -3.625 1.317 -6.944
C 1.442 0.069 6.093
N 1.063 0.581 4.792
C 0.017 -0.015 4.003
S 0.017 -0.015 2.383
N -1.241 -0.341 4.619
C -1.675 0.081 5.936
H 0.819 -0.801 6.391
H 1.366 0.872 6.855
H 2.495 -0.284 6.052
H 1.664 1.320 4.400
H -1.973 -0.782 4.052
H -2.596 0.691 5.829
H -1.907 -0.808 6.558
H -0.946 0.726 6.453
```

The molar mass is 824.9 g mol⁻¹. As for the expectation value of S²: 2.020. The total charge is +1. The spin multiplicity is 3. The energy relative to the best compared isomer or geometry (same formula, charge and spin) is 196.49 kcal per mole. For the total energy, the calculation gives -76803.397 eV. As for the gap between HOMO and LUMO (spin up / spin down): 5.068 / 6.271 eV.

Here are the Löwdin charges for atoms 1 to 4, given in e: -0.3018 -0.2848 0.0020 -0.0030

***

[5]
Molecular formula: AlO8P2
Method: DFT, wB97M-V/def2-TZVPD

The geometry in XYZ format:
```
11
Properties=species:S:1:pos:R:3
Al 1.458 0.979 -0.513
P -1.730 1.725 -0.723
O -1.043 0.372 -1.198
O -2.000 2.630 -1.924
O -0.781 2.270 0.334
O -3.034 1.160 -0.101
P 1.498 -1.824 0.845
O 2.045 -1.214 -0.488
O 0.529 -3.004 0.538
O 0.576 -0.693 1.365
O 2.483 -2.401 1.864
```

The molar mass is 216.9 g mol⁻¹. The total charge is -3. The energy relative to the best compared isomer or geometry (same formula, charge and spin) is 0.00 kcal per mole. For the total energy, the calculation gives -41551.839 eV. As for the gap between HOMO and LUMO: 3.190 eV.

Here are the Löwdin charges for atoms 1 to 4, given in e: 0.6567 -0.1627 -0.3292 -0.4149

***

[6]
Molecular formula: C4H11NO3
Method: DFT, wB97M-V/def2-TZVPD

The geometry in XYZ format:
```
19
Properties=species:S:1:pos:R:3
N 2.228 -0.346 -1.222
C 1.905 0.444 -0.045
C 0.734 1.438 -0.247
C -0.655 0.846 -0.467
C -1.167 0.193 0.810
O -1.891 -0.774 0.875
O -0.758 0.787 1.949
H 1.958 0.126 -2.076
H 1.723 -1.214 -1.156
H 1.518 -0.173 0.777
H 2.740 1.005 0.374
H 0.687 2.056 0.649
H 1.018 2.027 -1.120
H -1.415 1.597 -0.680
H -0.575 -0.036 -1.126
H -1.199 0.327 2.681
O -0.425 -2.023 -1.241
H -0.927 -2.157 -0.424
H -0.962 -2.445 -1.919
```

The molar mass is 121.1 g mol⁻¹. The total charge is 0. As for the structure (SMILES): NCCCC(=O)O.O. The energy relative to the best compared isomer or geometry (same formula, charge and spin) is 19.08 kcal per mole. For the total energy, the calculation gives -11959.282 eV. As for the gap between HOMO and LUMO: 9.666 eV.

Here are the Löwdin charges for atoms 1 to 4, given in e: 0.0080 -0.2788 -0.2030 -0.0940

***

[7]
Molecular formula: C18H36F6Li2N3O30S6
Method: DFT, wB97M-V/def2-TZVPD

The geometry in XYZ format:
```
101
Properties=species:S:1:pos:R:3
Li 1.138 2.204 0.079
Li -1.215 2.584 0.879
N -2.931 3.345 1.699
S -3.648 2.313 2.862
O -3.024 1.024 2.905
O -5.042 2.437 3.190
F -2.928 3.132 4.045
S -4.077 3.241 0.609
O -5.031 4.324 0.637
O -4.404 1.911 0.170
F -3.154 3.696 -0.653
N -0.378 0.926 0.018
S 0.045 -0.559 0.780
O 1.394 -0.943 0.504
O -0.983 -1.542 0.963
F 0.197 0.090 2.207
S -1.089 0.334 -1.263
O -2.408 -0.239 -1.168
O -0.165 -0.236 -2.195
F -1.357 1.804 -1.873
N 4.184 -4.187 2.985
S 3.795 -5.339 4.063
O 2.606 -6.100 3.864
O 4.261 -4.993 5.378
F 4.905 -6.430 3.644
S 2.943 -3.257 3.213
O 3.000 -2.369 4.332
O 1.665 -3.677 2.696
F 3.318 -2.234 2.035
C 0.626 -4.127 -0.666
O 1.622 -4.248 -1.683
C 2.865 -3.925 -1.330
O 3.249 -3.610 -0.249
O 3.729 -4.134 -2.332
C 3.331 -4.709 -3.564
H 0.031 -3.252 -0.926
H 0.941 -4.119 0.377
H -0.078 -4.962 -0.671
H 2.688 -5.583 -3.490
H 4.195 -4.892 -4.196
H 2.757 -3.960 -4.120
C -1.787 3.110 6.847
O -1.465 1.738 6.779
C -0.428 1.410 5.999
O 0.034 2.080 5.107
O -0.020 0.214 6.338
C 1.102 -0.334 5.623
H -2.116 3.452 7.828
H -2.549 3.387 6.120
H -0.896 3.711 6.649
H 0.775 -0.703 4.659
H 1.644 -1.061 6.222
H 1.842 0.468 5.566
C 3.715 0.541 -6.588
O 2.628 -0.216 -6.152
C 1.501 0.427 -5.839
O 1.342 1.615 -5.934
O 0.623 -0.429 -5.376
C -0.701 -0.021 -5.164
H 4.608 -0.087 -6.584
H 3.970 1.409 -5.977
H 3.636 0.854 -7.634
H -1.288 -0.130 -6.084
H -0.779 1.041 -4.940
H -1.278 -0.578 -4.432
C -1.904 -2.441 7.686
O -0.641 -2.853 7.232
C -0.349 -3.080 5.958
O 0.588 -3.712 5.593
O -1.322 -2.545 5.190
C -1.472 -2.836 3.800
H -1.834 -2.253 8.757
H -2.747 -3.096 7.472
H -2.140 -1.450 7.285
H -2.227 -3.626 3.779
H -0.591 -3.128 3.233
H -1.927 -1.960 3.342
C -1.840 3.422 -4.647
O -3.216 3.203 -4.931
C -3.959 4.253 -5.294
O -3.627 5.404 -5.321
O -5.166 3.757 -5.568
C -6.189 4.646 -5.960
H -1.702 4.407 -4.201
H -1.216 3.394 -5.543
H -1.539 2.603 -4.004
H -7.147 4.188 -5.709
H -6.244 4.833 -7.032
H -6.126 5.555 -5.362
C 3.206 -0.195 -1.602
O 3.378 0.707 -2.712
C 2.806 1.886 -2.580
O 2.031 2.266 -1.723
O 3.145 2.618 -3.617
C 2.313 3.708 -3.941
H 3.423 0.261 -0.639
H 3.982 -0.951 -1.738
H 2.267 -0.738 -1.645
H 1.329 3.415 -4.306
H 2.717 4.194 -4.831
H 2.259 4.511 -3.207
```

The molar mass is 1094.7 g mol⁻¹. The total charge is -1. For the total energy, the calculation gives -166871.697 eV. As for the gap between HOMO and LUMO: 5.825 eV.

Here are the Löwdin charges for atoms 1 to 4, given in e: 0.7526 0.7001 -0.3751 0.5652

***

[8]
Molecular formula: C5H7FO2
Method: DFT, wB97M-V/def2-TZVPD

The geometry in XYZ format:
```
15
Properties=species:S:1:pos:R:3
C -1.336 1.254 -1.492
C -0.580 0.278 -0.570
C -0.995 -0.976 -0.430
F -0.419 -1.895 0.393
O 0.505 0.764 0.044
C 1.524 -0.068 0.590
C 1.236 -0.601 2.014
O 2.016 -1.347 2.566
H -0.584 1.736 -2.149
H -2.094 0.759 -2.080
H -1.912 2.030 -0.948
H -1.767 -1.491 -0.945
H 1.744 -0.854 -0.107
H 2.409 0.600 0.703
H 0.253 -0.188 2.411
```

The molar mass is 118.1 g mol⁻¹. The total charge is 0. As for the structure (SMILES): C/C(=C/F)OCC=O. The energy relative to the best compared isomer or geometry (same formula, charge and spin) is 22.12 kcal per mole. For the total energy, the calculation gives -12109.019 eV. As for the gap between HOMO and LUMO: 9.912 eV.

Here are the Löwdin charges for atoms 1 to 4, given in e: -0.0090 -0.3414 -0.0817 -0.0069